(1)
The following is a quantum chemistry calculation of a molecular structure, C30H72B2INO6Si2, from OMol25.

## Properties
* HOMO energy: -8.9 eV
* LUMO energy: -0.87 eV
* maximum force: 2.771 eV/Å
* gap between HOMO and LUMO: 8.0721 eV
* ΔE to the lowest compared entry with this formula, charge and spin: 28.1 kcal/mol

The geometry in XYZ format:
```
114
Properties=species:S:1:pos:R:3:forces:R:3:lowdin_charge:R:1
C 1.343226 -1.402666 1.264440 0.41 1.19 -0.83 -0.08
C 1.931585 -0.306303 0.620142 0.00 -1.39 0.62 -0.26
Si 2.442196 -0.334542 -1.195962 2.32 1.33 0.44 0.09
I 2.713413 -2.697685 -1.855533 -0.26 0.13 -0.12 0.64
C 4.195475 0.458012 -1.305334 -0.53 -0.35 -1.17 -0.16
B 4.195179 1.933988 -1.917665 0.24 0.98 0.51 -0.61
O 3.700712 2.281090 -3.193837 0.99 -1.14 1.22 0.13
O 4.783676 2.970751 -1.107026 -0.10 -1.53 -1.38 0.09
O 1.450707 0.591882 -2.221568 -1.01 -1.73 1.92 -0.27
Si -0.234963 0.403263 -1.968840 -0.72 0.48 -1.77 0.42
O -0.982715 1.095915 -3.364943 0.83 -0.83 1.91 -0.13
C -0.922825 1.404446 -0.488346 0.63 0.69 0.33 -0.19
C -0.891269 2.925408 -0.860596 -1.46 -0.89 -0.23 -0.27
N -1.878037 3.459671 -1.473969 0.92 -0.08 0.52 0.08
C -0.816133 -1.427604 -1.949640 -0.09 0.75 -0.16 -0.12
B -0.742242 -2.147912 -3.388186 0.31 -0.75 -1.12 -0.66
O -0.180211 -1.547831 -4.557025 -0.18 -1.22 1.70 0.09
O -1.216499 -3.490097 -3.571287 0.62 1.68 0.93 0.08
H 1.908326 -2.357082 1.334492 -1.25 0.06 -1.32 0.05
H 0.309877 -1.335763 1.669975 1.32 0.22 1.29 0.07
H 2.107049 0.628900 1.206657 -1.70 0.03 -0.94 0.08
H 4.760779 0.357768 -0.354977 -0.59 0.22 -0.48 0.08
H 4.740013 -0.183455 -2.052904 -0.41 0.59 0.47 0.07
H 4.263040 2.943501 -3.605705 -0.35 0.34 -0.05 0.10
H 5.394305 3.416163 -1.707843 -0.12 0.65 0.36 0.09
H -1.889004 0.764785 -3.332399 -0.08 0.19 -0.46 0.05
H -1.977054 1.048022 -0.292327 0.96 0.54 -0.41 0.06
H -0.364264 1.246970 0.462103 -0.23 -0.08 -0.64 0.06
H -0.015373 3.560161 -0.624065 -0.39 -0.55 -0.05 0.11
H -2.595260 2.745728 -1.639361 0.05 0.23 -0.01 0.03
H -1.912361 -1.369519 -1.692181 0.85 -0.20 0.07 0.09
H -0.280639 -2.008299 -1.162536 -0.66 0.14 -0.52 0.04
H 0.758876 -1.407436 -4.371480 -0.06 0.66 -0.23 0.08
H -0.396977 -3.992662 -3.673029 -0.26 -0.33 -0.45 0.10
C -2.579475 -3.395821 -7.337362 -0.05 0.10 -0.09 -0.10
C -3.771187 -3.370188 -6.388164 0.13 -0.04 0.09 -0.26
C -3.874413 -4.621000 -5.515771 -0.07 -0.04 0.06 -0.23
C -4.086756 -5.930998 -6.278508 0.04 0.04 -0.11 -0.23
C -5.326220 -5.967552 -7.173630 0.02 -0.13 0.11 -0.27
C -6.631397 -5.816734 -6.400778 -0.06 0.05 -0.17 -0.12
H -2.648608 -4.220172 -8.050407 0.02 0.01 0.02 0.07
H -2.531880 -2.467023 -7.910156 0.06 -0.05 -0.01 0.07
H -1.643547 -3.495527 -6.782874 -0.03 -0.01 0.00 0.07
H -4.693431 -3.221477 -6.957516 -0.02 -0.01 0.02 0.10
H -3.672593 -2.499082 -5.732437 -0.04 -0.03 -0.01 0.10
H -4.688208 -4.482054 -4.796642 0.01 -0.03 -0.01 0.10
H -2.962211 -4.711986 -4.919585 -0.04 0.06 -0.02 0.09
H -4.150768 -6.748038 -5.551566 -0.02 0.01 -0.02 0.11
H -3.204923 -6.145126 -6.890873 -0.01 0.02 0.03 0.10
H -5.343510 -6.926707 -7.700784 0.02 0.06 -0.03 0.10
H -5.264186 -5.193775 -7.944289 0.04 -0.01 0.02 0.10
H -6.735865 -6.608585 -5.655475 0.00 0.05 0.03 0.07
H -7.482769 -5.881801 -7.082029 -0.02 0.00 0.08 0.07
H -6.691007 -4.852997 -5.891925 0.00 -0.04 0.03 0.06
C 1.147063 -2.534629 4.962969 -0.07 0.03 0.18 -0.11
C 2.023806 -1.363523 5.390943 -0.02 0.02 -0.19 -0.26
C 3.382724 -1.339345 4.690449 0.06 0.07 0.07 -0.23
C 4.279576 -2.547159 4.971406 -0.07 -0.10 -0.02 -0.23
C 4.595334 -2.790037 6.447683 0.13 0.03 -0.09 -0.27
C 5.365182 -1.644456 7.094745 -0.07 -0.08 0.14 -0.11
H 1.600956 -3.494268 5.217482 -0.02 0.01 -0.04 0.07
H 0.178341 -2.483762 5.464956 0.01 -0.07 -0.06 0.07
H 0.967871 -2.512294 3.885375 0.03 -0.05 0.02 0.05
H 2.151373 -1.376362 6.476679 0.04 0.01 -0.01 0.10
H 1.498000 -0.432514 5.155958 0.04 0.00 0.05 0.10
H 3.907666 -0.421386 4.972723 0.01 -0.03 -0.02 0.10
H 3.223424 -1.271262 3.608276 -0.02 0.01 0.02 0.09
H 5.219624 -2.414624 4.425180 -0.01 0.00 0.03 0.11
H 3.818931 -3.449985 4.557266 0.00 0.04 -0.01 0.10
H 5.196422 -3.701019 6.526581 -0.08 0.00 0.00 0.10
H 3.675851 -2.978306 7.009553 0.00 -0.01 -0.04 0.10
H 6.310790 -1.469683 6.576636 -0.03 0.04 -0.01 0.07
H 5.591588 -1.883289 8.136020 0.04 0.07 -0.03 0.07
H 4.790826 -0.716276 7.088337 0.04 0.00 -0.01 0.06
C -4.162131 -0.001521 1.337071 -0.06 -0.21 -0.04 -0.11
C -5.001217 0.277305 0.095703 0.14 0.14 0.01 -0.27
C -5.393220 1.748342 -0.048672 -0.06 -0.01 -0.12 -0.23
C -6.269794 2.299216 1.077723 0.05 -0.03 0.12 -0.23
C -7.586694 1.553451 1.296986 -0.01 0.14 -0.05 -0.27
C -8.517819 1.608749 0.091252 -0.07 -0.14 0.09 -0.11
H -4.707675 0.225069 2.254611 0.04 0.02 -0.01 0.07
H -3.880448 -1.056805 1.372312 0.03 0.05 0.06 0.07
H -3.244894 0.591687 1.326309 -0.05 0.03 0.11 0.05
H -5.889996 -0.358869 0.100991 0.00 0.02 -0.03 0.10
H -4.421926 -0.014348 -0.788092 -0.07 -0.02 -0.02 0.09
H -5.902783 1.884066 -1.007584 0.00 0.02 0.03 0.10
H -4.482477 2.355809 -0.105794 -0.01 -0.01 0.02 0.10
H -6.489039 3.350089 0.862627 0.00 -0.03 0.00 0.11
H -5.704903 2.298617 2.015368 0.01 0.01 -0.04 0.10
H -8.099183 2.003093 2.152802 0.05 -0.06 0.01 0.10
H -7.395575 0.510296 1.565892 0.02 0.03 0.02 0.10
H -8.759632 2.642250 -0.166273 0.03 -0.02 -0.04 0.08
H -9.452841 1.089997 0.313038 0.00 0.04 -0.07 0.07
H -8.075905 1.128826 -0.783890 -0.02 0.04 -0.01 0.07
C 7.185028 6.786607 2.129992 -0.09 0.12 -0.09 -0.11
C 6.006654 6.725926 3.094732 0.14 -0.01 0.10 -0.27
C 5.968508 5.439908 3.920495 -0.10 0.00 0.05 -0.23
C 5.802441 4.153117 3.108820 0.06 0.01 -0.08 -0.23
C 4.554723 4.099535 2.226726 -0.01 -0.15 0.16 -0.27
C 3.254420 4.164010 3.020427 -0.04 0.05 -0.16 -0.11
H 7.140901 5.987271 1.387654 0.03 0.01 0.02 0.06
H 7.184724 7.737150 1.591912 0.06 -0.05 -0.01 0.07
H 8.132955 6.706312 2.667371 -0.01 -0.04 -0.03 0.07
H 5.071678 6.855578 2.542910 -0.01 -0.03 0.02 0.10
H 6.076561 7.575244 3.781452 -0.06 -0.03 -0.02 0.10
H 5.159464 5.516362 4.653534 0.02 -0.02 -0.01 0.10
H 6.892933 5.364225 4.503321 -0.01 0.03 -0.02 0.11
H 5.782223 3.306078 3.803376 -0.01 0.01 -0.02 0.11
H 6.684574 4.000860 2.478763 -0.01 0.01 0.03 0.10
H 4.570947 3.163175 1.661968 0.05 0.10 -0.07 0.09
H 4.573841 4.904384 1.486890 0.03 -0.04 -0.01 0.10
H 3.193028 3.339095 3.734798 0.00 0.05 0.04 0.07
H 2.397631 4.089777 2.346334 -0.02 0.01 0.07 0.06
H 3.159918 5.103318 3.568455 -0.02 -0.04 0.03 0.07
```
Positions in Å, forces in eV/Å.

(2)
The following is a quantum chemistry calculation of 10 unconnected molecules or ions with the total composition C30H72O14, from OMol25.

## Properties
* HOMO energy: -8.8 eV
* LUMO energy: -0.58 eV
* maximum force: 5.963 eV/Å
* gap between HOMO and LUMO: 8.2210 eV

The geometry in XYZ format:
```
116
Properties=species:S:1:pos:R:3:forces:R:3:lowdin_charge:R:1
C 1.839622 -0.736231 1.189754 0.01 0.29 1.53 -0.10
O 2.934114 -0.357086 0.313677 -1.28 -0.48 -1.03 -0.24
C 2.506270 -0.244320 -1.074349 0.68 0.53 -1.15 -0.19
C 1.699910 1.148681 -1.367401 -0.12 -0.99 0.57 -0.13
C 0.099067 0.867491 -1.556406 0.69 -0.54 1.26 -0.17
C -0.722987 1.805256 -0.544621 -0.24 1.36 -0.35 -0.22
C -2.228085 2.130015 -0.991282 0.04 0.26 -0.79 -0.21
C -3.197565 0.851553 -1.117937 -0.40 0.88 0.16 -0.18
C -2.832416 -0.370864 -0.146615 -1.27 -1.44 -0.85 -0.11
C -2.317536 -1.693326 -0.926974 1.67 -2.54 0.18 0.00
C -1.706914 -2.879059 -0.409582 -1.31 1.66 -0.41 -0.10
O -1.337782 -3.146756 0.942616 -0.52 1.16 -2.71 0.04
C -1.575003 -3.982238 -1.591856 1.33 -2.36 1.18 -0.25
O -0.938493 -5.067312 -1.578968 -3.17 5.04 -0.34 0.10
O -2.343424 -3.463938 -2.707578 2.35 0.39 2.72 0.06
C -2.314836 -2.035755 -2.475946 -0.40 2.38 -2.68 -0.31
O -2.242110 -1.328940 -3.505692 -0.53 -2.34 4.42 0.09
H 1.766420 0.100796 1.993392 -0.28 -1.79 -1.74 0.07
H 2.100904 -1.697701 1.781998 -0.33 1.25 -1.25 0.10
H 0.845633 -0.887462 0.630033 1.49 0.24 0.73 0.08
H 3.485759 -0.250957 -1.712873 -1.72 0.08 1.26 0.11
H 1.894465 -1.157387 -1.410794 0.79 1.33 0.62 0.10
H 1.854268 1.780590 -0.412994 -0.23 -0.81 -1.54 0.11
H 2.163525 1.686936 -2.262069 -0.82 -0.74 1.36 0.08
H -0.230323 0.933515 -2.649478 0.33 0.14 1.60 0.12
H -0.040120 -0.230283 -1.216966 -0.02 1.67 -0.81 0.08
H -0.723330 1.443772 0.547733 0.30 0.24 -1.69 0.10
H -0.164688 2.823519 -0.523263 -0.96 -1.58 0.02 0.12
H -2.746846 2.934853 -0.337444 1.14 -1.40 -0.76 0.11
H -2.163174 2.612730 -2.044097 -0.12 -0.76 1.67 0.11
H -3.273594 0.577110 -2.229252 0.28 -0.06 1.82 0.11
H -4.258180 1.216443 -0.820478 1.72 -0.70 -0.48 0.11
H -2.178870 -0.099451 0.754233 -0.65 -0.38 -1.55 0.12
H -3.848367 -0.719160 0.322976 2.06 0.64 -0.84 0.10
H -1.262524 -2.267456 1.395001 -0.12 -0.97 -0.58 0.12
C 2.532857 3.578334 -6.358529 0.02 0.14 -0.11 -0.09
C 3.039670 3.203279 -4.979892 -0.23 -0.21 -0.24 -0.31
O 1.976350 2.685412 -4.189520 -0.05 0.05 0.00 -0.10
H 1.736970 4.324224 -6.284818 0.11 -0.02 0.04 0.08
H 3.339947 3.983089 -6.974496 -0.06 -0.05 -0.04 0.07
H 2.107341 2.706882 -6.864801 0.12 0.01 -0.02 0.07
H 3.443901 4.080245 -4.469312 -0.09 -0.16 0.14 0.10
H 3.829094 2.447710 -5.045677 0.16 0.13 -0.04 0.11
H 1.629196 1.904243 -4.642372 0.05 0.16 0.14 0.09
C 1.511316 -3.935978 -4.950021 0.05 -0.05 -0.16 -0.08
C 1.911101 -3.262878 -3.652319 -0.33 -0.24 -0.06 -0.31
O 0.970434 -2.250273 -3.314593 -0.11 0.18 0.17 -0.10
H 1.456326 -3.204376 -5.760589 0.08 -0.03 0.08 0.08
H 2.229268 -4.712984 -5.224047 -0.08 0.00 -0.01 0.07
H 0.519547 -4.388904 -4.861195 0.10 -0.07 0.06 0.08
H 2.892387 -2.793026 -3.751440 -0.15 0.13 0.11 0.10
H 1.956525 -3.988090 -2.833642 0.17 -0.08 -0.06 0.11
H 0.106057 -2.675498 -3.219958 0.26 0.15 -0.24 0.05
C -6.655285 -1.469401 3.640099 -0.04 0.14 0.01 -0.10
C -6.294822 -0.642556 2.422507 -0.17 -0.43 0.17 -0.31
O -5.006527 -1.014258 1.939162 0.15 -0.03 -0.11 -0.12
H -5.915369 -1.329698 4.432052 -0.14 0.07 -0.04 0.08
H -7.638326 -1.190904 4.023980 0.12 -0.13 0.05 0.07
H -6.662527 -2.536049 3.395062 -0.12 0.03 -0.03 0.07
H -6.267164 0.419322 2.675926 0.18 -0.09 -0.13 0.12
H -7.025978 -0.787459 1.620885 -0.11 0.12 0.06 0.11
H -5.041684 -1.953283 1.708908 -0.02 0.18 0.15 0.09
C 0.043551 2.807305 4.440800 -0.16 0.03 0.07 -0.09
C 1.110486 1.730619 4.431188 0.03 0.37 -0.11 -0.30
O 1.564791 1.501342 3.102345 -0.05 0.51 0.35 -0.12
H -0.801801 2.515425 3.811874 0.05 -0.05 0.09 0.07
H -0.318173 2.989393 5.455738 0.00 0.05 -0.06 0.07
H 0.435476 3.743990 4.033754 0.03 -0.02 0.12 0.07
H 0.709161 0.791235 4.818006 0.12 -0.01 -0.17 0.12
H 1.965213 2.021588 5.049614 -0.09 -0.05 0.16 0.11
H 1.927322 2.334941 2.768902 0.06 -0.24 -0.03 0.10
C -9.046195 -3.930084 7.220300 -0.06 -0.11 0.02 -0.09
C -7.773061 -3.108031 7.178597 -0.27 -0.03 0.00 -0.31
O -7.989260 -1.905808 6.446245 -0.04 0.27 -0.04 -0.10
H -9.378451 -4.174329 6.207660 0.10 -0.02 0.06 0.07
H -8.892882 -4.859034 7.775015 -0.06 0.04 -0.01 0.07
H -9.855873 -3.366822 7.694462 0.04 -0.07 0.08 0.07
H -6.973812 -3.665285 6.685189 -0.13 0.32 0.09 0.08
H -7.440902 -2.849647 8.189337 0.06 -0.17 0.05 0.11
H -8.691227 -1.413690 6.893129 0.18 -0.11 -0.12 0.08
C 5.029463 3.495177 -1.253779 -0.04 0.13 -0.21 -0.10
C 5.548704 3.124757 0.118693 -0.24 -0.20 -0.23 -0.31
O 4.492110 2.603637 0.910631 -0.19 -0.10 0.22 -0.09
H 4.230116 4.237825 -1.175882 0.10 0.02 0.08 0.07
H 5.829681 3.902455 -1.877492 -0.05 -0.06 -0.07 0.07
H 4.604332 2.620274 -1.753218 0.17 0.02 -0.01 0.05
H 5.953427 4.003586 0.626209 -0.11 -0.12 0.12 0.11
H 6.340548 2.372117 0.048145 0.14 0.11 -0.10 0.11
H 4.146820 1.819420 0.455083 0.02 0.05 0.25 0.06
C -4.731078 -6.980493 5.277496 -0.05 -0.17 -0.04 -0.09
C -5.316530 -5.591850 5.115864 0.37 -0.13 0.12 -0.32
O -5.248237 -4.883042 6.348001 0.09 0.06 0.07 -0.10
H -5.270776 -7.536897 6.048247 -0.03 0.06 -0.11 0.08
H -4.782617 -7.537569 4.338918 0.06 -0.01 0.07 0.08
H -3.686158 -6.925141 5.596649 -0.01 0.01 -0.13 0.07
H -6.365881 -5.651643 4.818270 0.04 0.14 0.15 0.11
H -4.772996 -5.024747 4.353380 -0.08 -0.09 -0.15 0.11
H -4.316825 -4.826109 6.600686 -0.24 0.00 -0.03 0.09
C 7.401748 -1.066802 -2.967638 0.12 -0.12 0.06 -0.09
C 5.943156 -0.708766 -2.763335 0.30 0.05 -0.28 -0.33
O 5.757307 0.691320 -2.929630 -0.17 0.17 0.02 -0.10
H 8.032219 -0.527797 -2.255660 -0.11 -0.08 0.01 0.08
H 7.562049 -2.140019 -2.838850 0.05 0.05 -0.05 0.08
H 7.734260 -0.779156 -3.969571 -0.05 -0.11 0.00 0.07
H 5.621025 -0.977444 -1.754941 -0.05 0.19 -0.08 0.11
H 5.305545 -1.235233 -3.481125 0.00 -0.20 0.09 0.10
H 6.036842 0.917393 -3.827084 -0.06 0.00 0.24 0.09
C 4.999990 7.210122 -2.862466 0.01 0.01 0.18 -0.09
C 6.041236 7.283414 -3.961488 -0.41 -0.02 -0.03 -0.32
O 5.878590 6.196671 -4.865475 0.08 -0.16 -0.17 -0.09
H 5.083987 6.266881 -2.316849 0.07 0.11 -0.03 0.05
H 5.117513 8.037086 -2.157788 -0.08 -0.04 -0.02 0.08
H 3.990387 7.246638 -3.282800 0.04 0.12 0.02 0.08
H 7.046967 7.224716 -3.540017 -0.05 -0.12 -0.18 0.11
H 5.955180 8.220933 -4.520087 0.09 0.11 0.14 0.11
H 4.990186 6.260490 -5.241053 0.23 -0.02 0.08 0.07
```
Positions in Å, forces in eV/Å.

> Among the records above, which one has the highest LUMO energy?

C30H72O14

> Which value of LUMO energy does entry 1 give?

-0.87 eV

> Which formula does entry 1 have?

C30H72B2INO6Si2